Computed, not measured: a structure of composition C12H30FN3O3Pt in a non-equilibrium geometry, with ωB97M-V/def2-TZVPD.

Properties
- lowest unoccupied orbital energy (alpha / beta) (Eh) = -0.2681 / -0.3839
- energy above the lowest of the compared OMol25 structures with the same formula, charge and spin (kJ/mol) = 0.0
- net charge = +2
- E_HOMO (alpha / beta) (eV) = -12.363 / -12.356
- E (Ha) = -1083.41398
- molar mass (g/mol) = 478.47
- maximum force (eV/A) = 5.86
- multiplicity = 3

Each line ends with the Löwdin spin population.
Positions of all 50 atoms, in Å:
Pt -4.9927 2.5870 0.4504  0.6975
F -3.3592 -0.0535 1.3795  0.3028
O -7.8241 -4.0329 3.9565  0.0007
O -1.4875 -1.2159 7.0321  0.8193
O 3.1156 -0.3191 -5.4016  0.0000
N 2.0241 1.1339 -2.9285  0.0000
N -6.0597 -2.9906 4.7568  0.0000
N -0.9091 0.6316 5.9638  0.0232
C -0.7963 -0.1527 7.0200  0.0818
C 2.7513 -1.1959 -1.8135  0.0000
C 3.9764 0.7067 -4.8356  0.0000
C -7.2724 -3.4342 4.8370  0.0001
C 1.4052 3.1699 -4.4682  0.0000
C 3.3603 -0.4494 -6.8314  0.0000
C 1.1997 1.7193 -4.1069  0.0000
C 3.5514 1.1233 -3.4378  0.0000
C 0.3932 0.0168 8.0209  0.0628
C 1.7648 -0.4246 -2.6159  0.0000
C -8.0328 -3.0440 6.0609  0.0001
C 1.9023 1.8380 -1.4851  0.0000
H -1.4266 0.4197 5.1228  0.0004
H 2.2544 3.2811 -5.1424  0.0000
H -8.4154 -2.0343 5.9121  0.0000
H 4.9798 0.2810 -4.8291  0.0000
H 0.5901 3.7117 -4.9479  0.0000
H 3.0238 -1.3571 -7.3324  0.0000
H 3.8259 2.1646 -3.2696  0.0000
H 2.9203 -0.8514 -0.7933  0.0000
H -5.5795 -3.0723 3.8720  0.0000
H 1.9982 2.8842 -1.7757  0.0000
H 4.2879 0.6449 -2.7923  0.0000
H -8.9067 -3.6819 5.9284  0.0000
H 2.7456 1.2483 -1.1257  0.0000
H -5.4015 -2.5059 5.3499  0.0000
H -0.2824 1.4228 5.9290  0.0026
H 3.7556 -1.2541 -2.2329  0.0000
H 2.3661 -2.2152 -1.7871  0.0000
H 4.4441 -0.5555 -6.8774  0.0000
H 4.0214 1.5539 -5.5199  0.0000
H 0.1533 -0.1718 9.0673  -0.0007
H 0.1921 1.5828 -3.7141  0.0000
H 0.7306 -0.5662 -2.3022  0.0000
H 1.7214 3.8697 -3.6946  0.0000
H 1.1838 -0.6927 7.7765  -0.0004
H 0.8382 0.9991 7.8623  0.0101
H -7.4733 -2.9634 6.9929  0.0000
H 1.6570 -0.8069 -3.6309  0.0000
H 0.9277 1.4688 -1.1659  0.0000
H 1.0814 1.1494 -5.0285  0.0000
H 3.0765 0.4331 -7.4047  0.0000

Cartesian forces (eV/Å) of the 3 atoms listed first:
0.6 -1.2 0.4
-0.5 1.3 -0.2
-0.3 -0.8 -1.3

***

Computed, not measured: a structure of composition C12H30FNO4Zr in a non-equilibrium geometry, with ωB97M-V/def2-TZVPD.

Properties
- lowest unoccupied orbital energy (alpha / beta) (Eh) = -0.5071 / -0.5069
- net charge = +3
- E_HOMO (alpha / beta) (eV) = -19.366 / -19.360
- E (Ha) = -976.60813
- molar mass (g/mol) = 362.60
- maximum force (eV/A) = 9.37
- multiplicity = 2

Each line ends with the Löwdin spin population.
Positions of all 49 atoms, in Å:
Zr 1.5480 -1.0454 -1.9870  0.0406
F -0.4188 -1.3301 -2.8269  -0.0006
O 0.7463 -3.1614 -0.9877  0.0024
O 1.7423 -0.1321 -4.2641  0.0007
O 0.5505 1.1100 -2.1745  0.0095
O 0.9024 -0.5574 0.1818  0.1365
N 0.2030 -0.2426 1.4364  0.5821
C 2.2588 0.4022 2.6502  0.0128
C 0.8682 0.8213 2.2289  0.0513
C -2.0173 0.5574 0.1655  0.0390
C -0.1901 -4.2610 -1.4917  0.0006
C -1.6785 -1.8113 1.0166  0.0173
C 0.9479 2.1839 1.4229  0.0521
C 0.0252 1.1395 3.5222  -0.0005
C 0.9650 2.4399 -1.9678  0.0007
C 0.7856 0.3472 -5.2417  0.0001
C -1.3026 -0.3556 1.2969  0.0409
C -1.5351 1.1984 3.3609  0.0000
C -1.9439 -0.1307 2.6717  -0.0003
H -1.6124 0.2070 -0.7839  0.0011
H -0.3424 1.2458 -2.4998  0.0002
H 0.2527 -4.7615 -2.3528  0.0000
H -2.0089 -0.9624 3.3732  0.0003
H -2.7665 -1.8761 1.0112  0.0006
H -1.1542 -2.5666 1.6021  -0.0002
H -0.4992 -5.0763 -0.8375  0.0000
H 0.9047 -3.5960 -0.1466  0.0000
H 1.7890 2.3670 -1.2580  0.0002
H 0.8451 3.0385 2.0916  0.0051
H 2.9732 0.5765 1.8456  -0.0003
H -1.1380 -3.8921 -1.8836  0.0000
H 0.2248 1.2206 -4.9088  0.0001
H -1.8419 2.1314 2.8882  0.0001
H 1.8654 2.2929 0.8446  0.0031
H -3.0047 0.0243 2.4750  -0.0004
H 2.8259 0.9960 3.3671  0.0002
H 1.2827 0.4840 -6.2020  0.0000
H -3.1042 0.4821 0.1300  0.0036
H -1.8541 1.6252 0.3113  0.0006
H 0.3670 2.0052 4.0895  -0.0002
H 1.2544 2.9012 -2.9120  0.0004
H 2.3300 -0.6191 3.0242  0.0001
H -0.0063 -0.3784 -5.4274  0.0000
H 0.2359 0.3034 4.1890  0.0006
H -1.3191 -2.0654 0.0194  -0.0001
H 0.1437 2.2272 0.6883  -0.0004
H -2.0157 1.1666 4.3387  -0.0001
H 2.6134 0.1413 -4.5610  0.0000
H 0.3025 3.1854 -1.5282  0.0000

Cartesian forces (eV/Å) of the 3 atoms listed first:
-9.2 1.1 1.2
4.8 0.5 1.9
-0.7 -0.8 -1.2

***

Computed, not measured: a structure of composition C12H30IN2O4 in a non-equilibrium geometry, with ωB97M-V/def2-TZVPD.

Properties
- lowest unoccupied orbital energy (Eh) = 0.1144
- energy above the lowest of the compared OMol25 structures with the same formula, charge and spin (kJ/mol) = 893.6
- net charge = -1
- E_HOMO (eV) = -1.967
- E (Ha) = -1183.04009
- molar mass (g/mol) = 393.29
- maximum force (eV/A) = 15.53
- multiplicity = 1

Each line ends with the natural charge from an NBO analysis.
Positions of all 49 atoms, in Å:
I 1.2007 -0.4954 0.0544  -0.4682
O -2.0222 -3.2098 0.0062  -0.5340
O 1.7322 -2.9581 2.8712  -0.5438
O -1.0356 1.5532 -3.6463  -0.5507
O 2.4982 4.0335 -1.9655  -0.5483
N 0.8511 1.8362 -0.5327  -0.7006
N -0.5325 -1.3803 1.5181  -0.6411
C 2.4379 3.9582 -0.5732  -0.0683
C -2.0008 -1.2478 1.3504  -0.2571
C 1.3634 -3.9156 3.9000  -0.2523
C 2.1413 2.4448 -0.1751  -0.2399
C -2.8608 -4.3036 -0.5006  -0.2549
C 2.5167 5.2788 -2.5548  -0.2372
C -0.0715 -1.2334 2.9224  -0.2544
C 1.4751 -1.5783 3.2396  -0.0859
C 0.6589 1.7605 -1.9779  -0.2625
C -2.6565 -2.5937 1.1515  -0.0662
C -0.6124 1.0812 -2.3509  -0.0868
C -2.2602 0.9630 -4.0362  -0.2427
H -3.0650 -5.0079 0.3058  0.1615
H 1.8693 -1.4465 4.2473  0.1532
H -2.2932 -0.1263 -4.0174  0.1637
H -2.5847 1.3248 -5.0119  0.1737
H -3.7181 -2.4537 0.9479  0.1476
H -0.1238 -0.2660 3.4218  0.1492
H 1.6563 -3.6204 4.9075  0.1522
H -2.5213 -3.3163 1.9563  0.1612
H 1.4805 1.3400 -2.5578  0.1765
H -0.7204 -1.9428 3.4360  0.1727
H 0.4985 2.7729 -2.3488  0.1949
H -0.0518 -0.7529 0.8894  0.2393
H -2.3213 -0.9110 2.3362  0.1672
H -3.0174 1.3154 -3.3358  0.1542
H 1.6802 -4.9344 3.6768  0.1818
H -2.2916 -0.4367 0.6827  0.1977
H 3.3382 4.3822 -0.1285  0.1539
H -2.3266 -4.6975 -1.3653  0.1925
H 1.5453 4.4709 -0.2148  0.1578
H -3.7891 -3.8873 -0.8919  0.1560
H 2.1569 2.4635 0.9146  0.1946
H 1.5167 5.7104 -2.5957  0.1636
H 0.5385 0.9632 -0.1322  0.2891
H 0.2749 -3.9725 3.8942  0.1608
H -1.3805 1.1167 -1.5783  0.1667
H -0.3755 0.0255 -2.4829  0.1800
H 2.0578 -0.9565 2.5600  0.2227
H 3.2609 5.9555 -2.1348  0.1503
H 2.9245 5.0733 -3.5446  0.1835
H 2.9588 1.8208 -0.5365  0.1769

Cartesian forces (eV/Å) of the 3 atoms listed first:
12.7 -7.0 -5.5
-1.7 -1.0 -0.4
0.7 -0.7 1.2

***

Computed, not measured: a structure of composition C12H30InN2O4 in a non-equilibrium geometry, with ωB97M-V/def2-TZVPD.

Properties
- lowest unoccupied orbital energy (Eh) = -0.5480
- energy above the lowest of the compared OMol25 structures with the same formula, charge and spin (kJ/mol) = 107.8
- net charge = +3
- E_HOMO (eV) = -18.211
- E (Ha) = -1074.54024
- molar mass (g/mol) = 381.20
- maximum force (eV/A) = 2.45
- multiplicity = 1

Each line ends with the natural charge from an NBO analysis.
Positions of all 49 atoms, in Å:
In 1.0469 -1.4587 0.1590  1.5848
O -0.1769 0.0223 2.2583  -0.5954
O 2.3835 -0.2966 -2.0408  -0.5822
O 0.5320 -3.7022 -0.0076  -0.6193
O -0.5557 4.1842 -1.5415  -0.4943
N -1.6264 -2.0650 0.9599  -0.5639
N 0.2098 1.3315 -0.7832  -0.4420
C -1.1279 3.4547 -0.4816  -0.0360
C -1.6949 -3.4906 0.9415  -0.2919
C -2.0191 -1.4229 2.1994  -0.2705
C 1.6370 0.6522 -2.7459  -0.0908
C 1.1781 1.7444 -1.7908  -0.2910
C -1.5879 0.0188 2.3041  -0.0821
C -0.0402 2.4543 0.0925  -0.2600
C -1.1525 5.4745 -1.7383  -0.2878
C -0.8251 -4.0283 -0.1973  -0.0936
C 3.5465 -0.8767 -2.6921  -0.2604
C 0.4036 0.7857 3.3736  -0.2595
C 1.2212 -4.5942 0.9007  -0.2837
H -0.6853 1.1231 -1.2419  0.4054
H -1.9482 2.8234 -0.8586  0.1836
H -1.0253 -5.0681 -0.4559  0.2720
H -1.6561 -1.8907 3.1148  0.2463
H 0.0607 0.3067 4.2958  0.2124
H 2.3440 1.2146 -3.3733  0.2360
H -1.0330 5.7111 -2.7979  0.2336
H 1.2479 -5.6249 0.5450  0.2558
H 0.8836 2.5488 -2.4826  0.2973
H -2.7592 -3.7109 0.7677  0.2567
H -1.4070 4.1151 0.3461  0.2300
H -1.4577 -4.0353 1.8556  0.2485
H 1.4852 0.7484 3.3596  0.2197
H 0.8768 2.8761 0.4943  0.2524
H 2.0495 2.1377 -1.2666  0.2404
H -0.5559 6.2236 -1.2048  0.2158
H -0.0384 1.7836 3.3709  0.2041
H 0.9110 0.2024 -3.4288  0.2126
H -3.1184 -1.4966 2.2253  0.2485
H 3.4920 -0.7796 -3.7718  0.2277
H 4.4218 -0.3341 -2.3212  0.2161
H -2.1208 0.4917 3.1295  0.2529
H -0.6045 2.1546 0.9769  0.2349
H -2.2073 5.6285 -1.5076  0.2138
H 3.7173 -1.8957 -2.3536  0.2044
H 0.7532 -4.5232 1.8868  0.2031
H -1.8902 0.5781 1.4068  0.1678
H -1.1561 -3.4889 -1.0957  0.2032
H 2.2578 -4.2869 1.0327  0.2187
H -2.1896 -1.7200 0.1825  0.4060

Cartesian forces (eV/Å) of the 3 atoms listed first:
-2.0 1.2 -0.3
1.2 0.7 0.8
-0.5 -1.7 1.2